No. 1
{"formula": "C3H8NO", "method": "wB97M-V/def2-TZVPD", "symbols": ["N", "C", "C", "C", "O", "H", "H", "H", "H", "H", "H", "H", "H"], "xyz": [[1.77390, 0.13623, -1.23256], [0.95507, 0.32766, -0.06334], [-0.59753, -0.11052, -0.27718], [-1.34339, -0.11868, 1.06620], [-2.66011, -0.39977, 1.07176], [2.28284, -0.76236, -1.28575], [1.14103, 0.05214, -2.01797], [0.84058, 1.42752, 0.12355], [1.22715, -0.05980, 0.87417], [-0.68798, -1.16938, -0.60666], [-1.00703, 0.50346, -1.10846], [-0.81999, -0.78576, 1.79415], [-1.10453, 0.95925, 1.66208]], "charge": -1, "de_lowest_kj_mol": 99.63, "lumo_ev": 4.2, "max_force_ha_per_bohr": 0.084}

No. 2
{"formula": "C4H7NO3", "method": "wB97M-V/def2-TZVPD", "symbols": ["O", "C", "N", "O", "C", "C", "C", "O", "H", "H", "H", "H", "H", "H", "H"], "xyz": [[1.14042, 2.10071, -0.09114], [1.74541, 1.07694, -0.09678], [1.18442, -0.04146, 0.41791], [1.82796, -1.19805, 0.04196], [-0.21742, -0.16642, 0.56365], [-0.78082, -0.98912, -0.55075], [-1.27853, 0.40757, -0.36699], [-2.52437, 0.52482, 0.28905], [2.79256, 0.87023, -0.43346], [1.80651, -1.79703, 0.82234], [-0.62568, -0.30619, 1.54032], [-0.03322, -1.08632, -1.35579], [-1.49074, -1.88238, -0.53677], [-1.02853, 1.15898, -1.06788], [-2.51796, 1.32772, 0.82434]], "de_lowest_kj_mol": 424.33, "lumo_ev": 0.7, "max_force_ha_per_bohr": 0.046}

No. 3
{"formula": "C17H24F7N2O5P", "method": "wB97M-V/def2-TZVPD", "symbols": ["C", "C", "O", "C", "C", "O", "C", "C", "C", "C", "F", "F", "C", "F", "F", "C", "F", "F", "F", "C", "O", "C", "P", "N", "C", "C", "C", "N", "C", "O", "H", "H", "H", "H", "H", "H", "H", "H", "H", "H", "H", "H", "H", "H", "H", "H", "H", "H", "H", "H", "C", "O", "H", "H", "H", "H"], "xyz": [[4.75299, -1.73355, 1.73231], [3.99846, -0.65134, 0.92492], [2.88050, -1.23070, 0.28514], [2.63435, -0.70424, -1.00912], [1.11154, -0.67093, -1.21956], [0.81353, 0.53517, -1.89456], [-0.56402, 0.77003, -2.01263], [-1.29782, 0.95841, -0.68787], [-1.19472, 1.99826, 0.09975], [-0.31277, 3.19849, -0.18240], [-0.75713, 4.18682, 0.60788], [-0.48108, 3.65283, -1.41861], [1.20991, 3.01216, 0.17550], [1.45824, 3.71347, 1.28042], [1.50849, 1.77190, 0.47926], [2.18705, 3.59053, -0.87252], [3.42539, 3.47042, -0.45528], [1.94460, 4.86864, -1.03368], [2.09709, 2.99682, -2.03542], [-2.02662, 1.97447, 1.35986], [-1.65768, 2.39485, 2.39096], [-3.37983, 1.32767, 1.19716], [-4.73047, 2.12839, 2.13080], [-5.41997, 3.20890, 1.19522], [-3.50971, 0.28982, 0.40187], [-4.85104, -0.36402, 0.18803], [-4.78950, -1.82423, -0.25529], [-4.06610, -2.68138, 0.70664], [-2.25584, -0.15545, -0.29822], [-2.00328, -1.26866, -0.57843], [4.86380, -1.44451, 2.78095], [4.18241, -2.65819, 1.73021], [5.75475, -1.90088, 1.34582], [4.71769, -0.20222, 0.23362], [3.71326, 0.12719, 1.64260], [3.06564, 0.28706, -1.14968], [3.07905, -1.37826, -1.75382], [0.77010, -1.54906, -1.78022], [0.66810, -0.74481, -0.21949], [-1.01563, -0.08662, -2.53328], [-0.74938, 1.63576, -2.64416], [-4.13670, 2.73411, 3.26140], [-5.60802, 1.12010, 2.58061], [-5.28689, 4.10346, 1.66407], [-5.50877, -0.28708, 1.04908], [-5.35387, 0.19523, -0.61177], [-4.38937, -1.95412, -1.26110], [-5.82665, -2.17682, -0.30331], [-4.74151, -3.30994, 1.12885], [-3.43851, -3.30283, 0.20857], [4.44549, -4.84127, -1.19606], [5.30145, -4.10802, -0.32694], [3.51998, -5.04793, -0.66426], [4.22025, -4.25684, -2.09236], [4.91227, -5.78699, -1.48394], [6.11651, -3.93007, -0.80753]], "lumo_ev": -1.3, "max_force_ha_per_bohr": 0.056}

No. 4
{"formula": "C4H8N3", "method": "wB97M-V/def2-TZVPD", "symbols": ["C", "C", "N", "C", "N", "N", "C", "H", "H", "H", "H", "H", "H", "H", "H"], "xyz": [[-1.23607, -0.38884, 1.50184], [-0.52835, -0.08537, 0.24511], [-0.50701, -0.77513, -0.84950], [0.47235, -0.57821, -1.83734], [1.56994, 0.07678, -1.61195], [1.64478, 0.96585, -0.56628], [0.50686, 1.03516, 0.32708], [-2.34407, -0.59682, 1.27845], [-1.08508, 0.36233, 2.19827], [-1.00012, -1.31188, 1.90644], [-1.21563, -1.36241, -1.12631], [0.54148, -1.23851, -2.72229], [2.52093, 0.88091, -0.15798], [0.05636, 2.01800, 0.00758], [0.60361, 0.99814, 1.40687]], "charge": 1, "de_lowest_kj_mol": 379.66, "lumo_ev": [-5.4, -5.4], "max_force_ha_per_bohr": 0.087}

No. 5
{"formula": "H28O14", "method": "wB97M-V/def2-TZVPD", "symbols": ["H", "H", "H", "H", "H", "H", "H", "H", "H", "H", "H", "H", "H", "H", "H", "H", "H", "H", "H", "H", "H", "H", "H", "H", "H", "H", "H", "H", "O", "O", "O", "O", "O", "O", "O", "O", "O", "O", "O", "O", "O", "O"], "xyz": [[0.90420, 0.03695, 0.64680], [0.43604, 0.80907, -0.58168], [-2.41132, 1.04299, -3.91752], [-1.50078, 1.83166, -3.19745], [-2.00203, 4.33598, -0.98160], [-0.84569, 4.05177, 0.04172], [-5.04354, -0.47013, -1.78862], [-3.72636, -0.23038, -1.26492], [-1.14166, -3.83969, -0.33343], [0.14016, -3.33823, -0.97441], [-1.04020, -0.11461, 4.28034], [-1.17235, 0.62310, 2.78391], [3.09070, 3.39808, 0.64651], [2.22529, 3.12064, -0.44821], [5.20252, -1.41121, -0.11385], [4.78263, -0.45031, 0.96421], [3.28902, 0.78893, 3.18986], [2.81622, 0.60392, 1.75706], [-3.83297, -1.67221, 0.24601], [-5.24535, -1.18895, 0.44192], [1.12371, -2.30609, 3.49935], [1.15511, -1.44080, 2.17727], [3.23178, 0.68132, -3.22387], [2.65398, 0.92145, -1.87219], [-3.01425, -0.48035, 2.36702], [-4.12616, 0.56820, 2.06519], [2.32442, -2.67093, -2.32791], [1.97324, -4.12301, -2.99712], [0.13612, 0.11999, 0.01039], [-2.41882, 1.58972, -3.06644], [-1.40038, 4.73582, -0.27145], [-4.20094, -0.86177, -1.84620], [-0.82444, -3.18317, -0.85679], [-1.38072, -0.15560, 3.39381], [3.14437, 3.03231, -0.20136], [4.91619, -0.50361, -0.04340], [2.61971, 1.08522, 2.55741], [-4.34455, -0.86005, 0.21949], [1.34371, -2.24489, 2.53163], [2.66809, 1.34494, -2.73258], [-3.16836, 0.29284, 1.88696], [2.66368, -3.46894, -2.66590]], "de_lowest_kj_mol": 622.53, "lumo_ev": -0.3, "max_force_ha_per_bohr": 0.102}

No. 6
{"formula": "C23H41FFeP2", "method": "wB97M-V/def2-TZVPD", "symbols": ["Fe", "C", "C", "C", "C", "C", "C", "H", "H", "H", "C", "H", "H", "H", "C", "H", "H", "H", "C", "H", "H", "H", "C", "H", "H", "H", "C", "C", "C", "C", "C", "C", "C", "C", "H", "H", "H", "H", "H", "H", "H", "H", "H", "H", "H", "H", "P", "C", "C", "P", "C", "C", "C", "H", "H", "H", "H", "H", "H", "H", "H", "H", "H", "H", "H", "H", "H", "F"], "xyz": [[0.05666, 0.99339, -5.77054], [-0.82568, -2.22870, 1.07088], [0.42464, -2.51406, 0.45980], [0.56816, -0.43921, 1.44300], [-0.74340, -0.93626, 1.65603], [1.30134, -1.42351, 0.72255], [-2.00645, -3.11612, 1.12154], [-1.81588, -4.05489, 0.59022], [-2.88532, -2.63548, 0.66775], [-2.27678, -3.36474, 2.15886], [-1.81865, -0.23919, 2.38929], [-2.80562, -0.56071, 2.03890], [-1.74318, 0.84508, 2.24577], [-1.76911, -0.43135, 3.47168], [1.09666, 0.85109, 1.93058], [1.57285, 0.74631, 2.91803], [0.28775, 1.58415, 2.03493], [1.84740, 1.26097, 1.24286], [2.73602, -1.34755, 0.38448], [3.36389, -1.46392, 1.28302], [2.99974, -0.38357, -0.07240], [3.01540, -2.14607, -0.31197], [0.76338, -3.74631, -0.28007], [1.05497, -4.56460, 0.39592], [1.59729, -3.57203, -0.96886], [-0.09701, -4.09733, -0.86528], [-1.29864, 2.24661, -5.85974], [-1.70907, 0.98081, -6.32967], [-1.17424, 0.15214, -7.46490], [0.00702, -0.84392, -7.16630], [0.59978, -0.71814, -5.78633], [1.45317, 1.69793, -4.63520], [1.28066, 2.80359, -5.71099], [-0.13606, 3.09167, -6.31628], [-0.98383, 0.72650, -8.38458], [0.77017, -0.80677, -7.96522], [-2.02075, -0.51848, -7.70300], [-0.09078, 3.21606, -7.41248], [-1.87475, 2.70185, -5.06001], [-2.58094, 0.53579, -5.85267], [-0.38128, 4.08608, -5.90987], [1.54149, 3.74774, -5.20434], [2.25769, 0.97982, -4.88459], [2.03443, 2.73509, -6.51923], [-0.42232, -1.86211, -7.23960], [1.67328, -0.90834, -5.72424], [-3.22464, -0.17807, -2.16051], [-4.98888, 0.20621, -2.51754], [-3.18924, -1.97354, -2.54673], [2.78410, 2.13191, -1.77668], [1.51022, 2.14803, -3.20227], [3.76565, 0.76132, -2.53187], [3.94522, 3.53672, -2.08300], [-5.25602, 1.13876, -2.00026], [-5.61198, -0.62314, -2.15647], [-5.12132, 0.33356, -3.59846], [-2.61129, -2.08488, -3.47706], [-4.21072, -2.34538, -2.70223], [-2.70417, -2.54365, -1.74134], [4.07054, 3.68721, -3.16258], [4.91250, 3.31967, -1.60713], [3.51851, 4.43785, -1.62370], [0.60111, 2.69131, -2.89289], [0.00422, -1.16423, -4.97478], [4.31412, 0.22462, -1.74537], [4.46656, 1.17046, -3.27027], [3.06654, 0.07037, -3.02163], [-3.30246, -0.24139, -0.53915]], "charge": 1, "de_lowest_kj_mol": 633.09, "lumo_ev": [-4.0, -4.4], "max_force_ha_per_bohr": 0.077, "spin_multiplicity": 6}

Listing total energy for the structures above in their given order: -6776.9594, -11890.8796, -59542.8683, -8738.8468, -29115.1996, -80184.1613 eV.